No. 1
Formula: C5H11NO
Source: OMol25
Level of theory: ωB97M-V with the def2-TZVPD basis set

Properties
relative energy (zero: lowest compared OMol25 entry of this formula, charge and spin): 137.3 kJ/mol
HOMO-LUMO gap (spin up / spin down): 9.12 / 7.85 eV
spin multiplicity: 2
total charge: +1
HOMO level (spin up / spin down): -13.06 / -14.29 eV

The geometry in XYZ format:
```
18
Properties=species:S:1:pos:R:3:forces:R:3
N -2.907702 -0.443520 -0.999164 1.74 0.22 1.40
C -1.589377 -0.267509 -0.666398 -4.12 0.46 -1.74
C -1.229675 0.135383 0.582677 3.59 -1.98 2.18
C 0.240465 0.273239 0.710762 -2.50 1.38 -1.88
C 1.016942 0.074717 1.819528 1.80 1.01 -0.33
C 2.368571 0.613569 2.243366 -1.28 2.34 -0.60
H -3.169230 -0.780006 -1.918264 -0.05 0.08 0.25
H -3.638251 -0.264739 -0.270563 0.93 -0.38 -1.22
H -0.859740 -0.379751 -1.438678 0.17 -0.06 -0.76
H -1.859059 -0.211997 1.417240 0.25 0.88 -0.16
H 0.591279 0.675746 -0.290308 0.38 -0.16 1.52
H 0.723559 -0.741950 2.365390 -1.30 -1.57 1.96
H 3.148757 0.040271 1.824683 1.00 -0.82 -0.75
H 2.469480 1.676967 1.862893 0.09 -1.23 0.42
H 2.577650 0.623276 3.327135 -0.70 -0.18 -0.41
H 1.248013 -0.668262 -3.003576 0.09 0.26 -0.55
H 0.474547 0.161859 -4.141664 0.31 -0.98 1.07
O 0.393772 -0.517292 -3.425062 -0.41 0.72 -0.39
```
Forces are in eV/Å.



No. 2
Formula: C5H11NO
Source: OMol25
Level of theory: ωB97M-V with the def2-TZVPD basis set

Properties
relative energy (zero: lowest compared OMol25 entry of this formula, charge and spin): 732.6 kJ/mol
HOMO-LUMO gap (spin up / spin down): 5.86 / 5.97 eV
spin multiplicity: 2
total charge: +1
HOMO level (spin up / spin down): -13.53 / -13.46 eV

The geometry in XYZ format:
```
18
Properties=species:S:1:pos:R:3:forces:R:3
C -2.357763 -0.228937 0.689578 -0.36 1.27 3.98
O -1.777035 -0.709099 -1.661726 2.28 2.63 -0.81
C -1.060977 0.455881 0.960302 1.60 -4.09 -1.59
C -0.335939 0.902945 -0.415393 3.76 0.39 1.69
C 0.939397 0.117589 -0.553917 -3.28 -2.87 0.64
C 2.300378 0.240020 -0.282944 -0.19 1.13 -0.04
N 3.170952 -0.749644 0.077341 -1.81 1.73 -1.07
H -2.600731 -1.031026 1.479663 0.09 0.89 -1.90
H -3.132508 0.511109 0.466798 -0.30 -0.79 -0.47
H -2.077019 -0.755187 -0.744716 -1.20 -1.22 1.03
H -1.161858 1.407518 1.439381 -0.05 0.54 0.71
H -0.348272 -0.376153 1.491572 -1.58 2.69 -1.00
H -0.441173 1.978657 -0.684695 0.38 -0.69 0.19
H -1.086333 0.324080 -1.268854 -1.83 -2.43 -1.84
H 0.481069 -1.005253 -0.632717 1.72 2.26 0.53
H 2.695781 1.260526 -0.222563 0.23 -0.33 -0.38
H 2.736804 -1.622262 0.269362 0.06 -1.04 -0.25
H 4.055231 -0.720768 -0.406471 0.47 -0.09 0.57
```
Forces are in eV/Å.



No. 3
Formula: C5H11NO
Source: OMol25
Level of theory: ωB97M-V with the def2-TZVPD basis set

Properties
relative energy (zero: lowest compared OMol25 entry of this formula, charge and spin): 145.6 kJ/mol
HOMO-LUMO gap (spin up / spin down): 12.01 / 7.20 eV
spin multiplicity: 2
total charge: +1
HOMO level (spin up / spin down): -15.61 / -15.49 eV

The geometry in XYZ format:
```
18
Properties=species:S:1:pos:R:3:forces:R:3
C -0.331450 1.590966 0.081559 0.19 -1.02 -0.29
C 1.147214 2.020297 0.159570 -0.26 0.88 0.75
C -0.471922 0.177847 -0.555199 -1.58 2.54 0.42
N -0.228176 -0.976182 0.279282 1.99 0.15 0.08
C 0.697663 -1.908982 -0.349417 -1.42 -1.26 0.56
C -0.306033 -0.865885 1.712787 -0.93 -1.01 0.51
O -0.868134 0.042559 -1.664533 0.36 -0.82 -0.47
H -0.730298 1.590727 1.086119 -0.20 -0.11 0.25
H -1.013213 2.211416 -0.494766 0.38 0.08 -0.33
H 1.430122 1.915891 1.210887 0.57 -0.44 -0.28
H 1.277011 3.095521 0.017981 -0.36 -0.05 -0.28
H 1.839754 1.553855 -0.533822 -0.08 -0.32 0.05
H 1.734953 -1.602654 -0.226582 0.13 0.47 -0.20
H 0.358608 -2.040975 -1.376132 0.46 0.22 -0.14
H 0.606078 -2.862235 0.177330 0.04 0.02 -0.01
H 0.360973 -0.089049 2.082570 0.13 0.10 -0.04
H -0.105675 -1.825354 2.188508 0.52 0.03 -0.26
H -1.333565 -0.664725 2.035928 0.06 0.53 -0.32
```
Forces are in eV/Å.



No. 4
Formula: C5H11NO2
Source: OMol25
Level of theory: ωB97M-V with the def2-TZVPD basis set

Properties
relative energy (zero: lowest compared OMol25 entry of this formula, charge and spin): 413.8 kJ/mol
HOMO-LUMO gap: 7.67 eV
HOMO level: -7.80 eV

The geometry in XYZ format:
```
19
Properties=species:S:1:pos:R:3:forces:R:3
C 1.407297 -0.110124 0.161745 -0.76 -0.14 -1.15
C -2.166033 0.692473 -0.718210 0.05 -0.02 0.11
C -1.470391 -1.391671 0.261872 -0.05 0.08 0.09
C 2.555652 0.763331 -0.112671 0.19 0.29 0.42
N -1.034737 -0.172759 -0.400805 0.16 0.09 0.32
C 0.046415 0.575758 0.278984 1.01 -0.39 -0.38
O 1.568477 -1.412994 0.267135 -0.03 0.44 0.11
O 0.111540 1.848265 0.142441 -0.14 -0.40 0.15
H 2.505946 -1.654677 0.340113 -0.11 0.11 -0.01
H 0.176396 0.208117 1.432608 -0.29 0.20 0.08
H -0.641184 -2.072362 0.438756 -0.01 0.05 -0.01
H -2.785904 0.922368 0.162136 0.03 -0.02 -0.01
H -1.803141 1.630240 -1.127520 0.02 -0.04 0.01
H -2.790445 0.187411 -1.457957 0.03 -0.02 0.03
H -1.962721 -1.186612 1.229766 0.03 -0.02 -0.07
H -2.185932 -1.912982 -0.377765 0.01 0.07 0.03
H 2.845628 1.281834 0.805355 0.15 0.02 -0.05
H 3.402829 0.233476 -0.551595 -0.01 -0.15 0.25
H 2.220308 1.570906 -0.774390 -0.28 -0.14 0.09
```
Forces are in eV/Å.



No. 5
Formula: C5H11NO2
Source: OMol25
Level of theory: ωB97M-V with the def2-TZVPD basis set

Properties
relative energy (zero: lowest compared OMol25 entry of this formula, charge and spin): 123.1 kJ/mol
HOMO-LUMO gap: 10.02 eV
SMILES string: CC(C)[C@H](N)C(=O)O
HOMO level: -9.35 eV

The geometry in XYZ format:
```
19
Properties=species:S:1:pos:R:3:forces:R:3
C -1.607510 -0.373144 -0.818015 -0.41 -0.57 -1.87
C -0.367281 -0.740403 -0.075117 0.78 0.40 -0.19
C -0.627041 -0.761034 1.415766 2.88 -0.77 -0.43
C 0.866786 0.268873 -0.506295 -2.58 -1.10 -1.85
N 2.109201 -0.315819 -0.840344 1.67 -0.11 0.72
C 0.972195 1.420823 0.402606 -0.56 0.29 2.53
O 1.638765 1.428479 1.406719 0.45 0.17 -0.72
O 0.101702 2.452020 0.224496 -1.14 -0.26 -1.32
H -1.473167 -0.162886 -1.917084 0.13 -0.70 0.86
H -2.340790 -1.195474 -0.694589 0.07 0.77 -0.09
H -1.972679 0.551104 -0.468718 -1.01 1.08 0.81
H -0.219377 -1.799282 -0.350106 1.08 0.51 -0.17
H 0.365587 -1.053962 1.847397 -0.82 0.79 0.28
H -1.036691 0.130841 1.800280 -0.12 1.22 0.55
H -1.244670 -1.556076 1.686071 -1.38 -1.33 0.26
H 0.436507 0.755921 -1.397385 0.18 -0.41 -0.38
H 2.131202 -1.314132 -1.039089 -0.25 0.50 0.31
H 2.841206 -0.041712 -0.168406 -0.54 -0.52 -0.47
H -0.573944 2.305864 -0.508188 1.55 0.05 1.18
```
Forces are in eV/Å.



No. 6
Formula: C5H11NO2
Source: OMol25
Level of theory: ωB97M-V with the def2-TZVPD basis set

Properties
relative energy (zero: lowest compared OMol25 entry of this formula, charge and spin): 156.2 kJ/mol
HOMO-LUMO gap: 10.53 eV
SMILES string: CCNC(=O)CCO
HOMO level: -9.79 eV

The geometry in XYZ format:
```
19
Properties=species:S:1:pos:R:3:forces:R:3
C -2.740976 -1.487949 -0.695896 -1.15 1.24 -2.24
C -1.697179 -0.387924 -0.990730 -2.20 2.06 2.21
N -0.639824 -0.395685 0.061993 1.03 0.25 -2.08
C 0.583479 0.084611 -0.332360 1.18 -0.92 -1.12
O 0.804976 0.503014 -1.478499 -0.38 -0.33 1.51
C 1.754019 -0.055328 0.653152 -1.50 -0.69 1.26
C 1.977264 1.277697 1.326523 2.37 0.23 -0.36
O 2.907620 2.089770 0.550770 -0.01 -0.25 1.54
H -2.889741 -1.798674 0.330550 -0.42 0.76 0.31
H -3.659328 -1.119587 -1.307113 0.93 -0.75 1.74
H -2.528026 -2.412227 -1.188115 0.71 -0.64 -0.49
H -2.198962 0.662998 -0.872040 0.46 -1.78 -0.24
H -1.453532 -0.369671 -2.061892 1.08 -0.43 0.81
H -0.862177 -0.292846 1.044893 -0.33 -0.32 -0.36
H 2.671287 -0.315951 0.150943 0.12 -0.12 -0.46
H 1.628237 -0.838361 1.486336 -0.36 0.94 -1.40
H 1.098758 1.896473 1.425038 -0.53 -0.19 0.66
H 2.502228 0.985952 2.272043 -0.59 1.15 -0.49
H 2.741878 1.973689 -0.375595 -0.43 -0.21 -0.79
```
Forces are in eV/Å.



No. 7
Formula: C5H11NO2
Source: OMol25
Level of theory: ωB97M-V with the def2-TZVPD basis set

Properties
relative energy (zero: lowest compared OMol25 entry of this formula, charge and spin): 71.7 kJ/mol
HOMO-LUMO gap: 9.45 eV
SMILES string: Cc1cc[nH]c1.O.O
HOMO level: -8.63 eV

The geometry in XYZ format:
```
19
Properties=species:S:1:pos:R:3:forces:R:3
C -1.476101 -1.261483 0.673876 -0.18 -0.09 0.01
C -0.440218 -0.315327 0.162117 0.19 0.40 -0.28
C 0.970038 -0.350277 0.408619 -0.19 -0.16 0.00
C 1.544980 0.684194 -0.290233 -0.23 0.02 0.03
N 0.541003 1.340874 -0.941472 0.38 0.65 -0.44
C -0.657991 0.756330 -0.681415 -0.26 -0.58 0.43
H -2.461869 -1.014681 0.277315 0.03 0.10 0.05
H -1.537691 -1.241605 1.763582 0.00 -0.04 -0.01
H -1.278346 -2.288619 0.363784 0.12 -0.01 0.04
H 1.457776 -1.086716 1.027014 0.18 0.11 0.00
H 2.554154 1.050984 -0.366255 0.04 -0.16 0.08
H 0.692059 2.169947 -1.507224 -0.20 -0.40 0.28
H -1.598688 1.101046 -1.075623 0.12 0.16 -0.15
O 0.077130 2.596085 2.018295 0.17 0.19 -0.19
H -0.412181 2.576066 2.835453 -0.22 0.11 0.45
H -0.052732 1.716524 1.655314 0.06 -0.28 -0.26
O 0.377802 -2.220766 -2.338374 -0.07 0.10 0.11
H 0.447405 -1.607612 -1.593050 -0.11 0.06 -0.04
H 1.253470 -2.604965 -2.391724 0.18 -0.15 -0.10
```
Forces are in eV/Å.